(1)
# C3H3ClFNO

An isolated molecule of C3H3ClFNO at a distorted geometry (wB97M-V/def2-TZVPD, OMol25).

Each atom is followed by the atoms it is bonded to, with distances in Å.
Cartesian coordinates (Å):
1 C 0.77 -0.06 0.47  C2 1.557, C3 1.508, F9 1.484, Cl10 1.777
2 C -0.16 -0.88 -0.48  C1 1.557, H4 1.161, H5 1.163, N7 1.544
3 C -0.28 1.01 0.40  C1 1.508, N7 1.486, O8 1.287
4 H -0.33 -1.99 -0.17  C2 1.161
5 H 0.08 -0.59 -1.58  C2 1.163
6 H -1.95 0.26 -0.86  N7 1.080
7 N -1.32 0.03 -0.02  C2 1.544, C3 1.486, H6 1.080
8 O -0.11 2.26 0.66  C3 1.287
9 F 1.03 -0.59 1.83  C1 1.484
10 Cl 2.28 0.55 -0.25  C1 1.777

Values from the calculation:
HOMO energy = -10.662 eV
orbital gap = 10.617 eV
SMILES string = O=C1NC[C@@]1(F)Cl
LUMO = -0.05 eV
ΔE to the lowest compared entry with this formula, charge and spin = 164.31 kJ/mol

Here are the Mulliken charges for atoms 1 to 6, given in e: 0.886 -0.585 0.183 0.265 0.297 0.297


(2)
# C3H3ClFNO

An isolated molecule of C3H3ClFNO at a distorted geometry (wB97M-V/def2-TZVPD, OMol25).

Each atom is followed by the atoms it is bonded to, with distances in Å.
Cartesian coordinates (Å):
1 C -0.45 -0.73 -0.98  C2 1.543, H5 1.014, N7 1.307
2 C -0.88 -0.28 0.43  C1 1.543, C3 1.413, H6 1.160
3 C 0.05 0.01 1.45  C2 1.413, F9 1.352, Cl10 1.702
4 H 1.68 1.33 -1.61  O8 1.037
5 H -1.01 -1.31 -1.59  C1 1.014
6 H -1.94 -0.62 0.76  C2 1.160
7 N 0.32 0.06 -1.70  C1 1.307, O8 1.440
8 O 1.10 0.92 -0.85  H4 1.037, N7 1.440
9 F 1.36 -0.24 1.21  C3 1.352
10 Cl -0.22 0.87 2.89  C3 1.702

Values from the calculation:
HOMO energy = -9.163 eV
orbital gap = 9.453 eV
SMILES string = O/N=C\C=C(/F)Cl
LUMO = 0.29 eV
ΔE to the lowest compared entry with this formula, charge and spin = 329.30 kJ/mol

Here are the Mulliken charges for atoms 1 to 6, given in e: -0.244 -0.301 0.477 0.363 0.432 0.268


(3)
# C3H3ClFNOS

An isolated molecule of C3H3ClFNOS at a distorted geometry (wB97M-V/def2-TZVPD, OMol25).

Each atom is followed by the atoms it is bonded to, with distances in Å.
Cartesian coordinates (Å):
1 C 1.61 -0.33 0.17  C2 1.548, H5 1.209, H6 1.102, N7 1.488
2 C 0.41 0.59 0.50  C1 1.548, C3 1.469, F9 1.387, Cl11 1.773
3 C -0.49 -0.35 -0.18  C2 1.469, N7 1.355, S10 1.654
4 H -0.62 -2.80 -0.59  O8 1.195
5 H 1.90 -0.82 1.24  C1 1.209
6 H 2.45 -0.03 -0.46  C1 1.102
7 N 0.55 -1.17 -0.47  C1 1.488, C3 1.355, O8 1.337
8 O 0.47 -2.42 -0.92  H4 1.195, N7 1.337
9 F 0.29 0.48 1.87  C2 1.387
10 S -2.06 -0.71 -0.57  C3 1.654
11 Cl 0.58 2.28 -0.01  C2 1.773

Values from the calculation:
HOMO energy = -9.028 eV
orbital gap = 9.041 eV
SMILES string = ON1C[C@@](F)(Cl)C1=S
LUMO = 0.01 eV
ΔE to the lowest compared entry with this formula, charge and spin = 346.71 kJ/mol

Here are the Mulliken charges for atoms 1 to 6, given in e: -0.670 1.004 -0.215 0.371 0.232 0.309


(4)
# C3H3ClFO2S

An isolated ion of composition C3H3ClFO2S and charge -1 at a distorted geometry (wB97M-V/def2-TZVPD, OMol25).

Each atom is followed by the atoms it is bonded to, with distances in Å.
Cartesian coordinates (Å):
1 C 0.05 -0.46 -1.00  C2 1.546, C3 1.448, H9 1.072, H10 1.184
2 C -0.32 0.39 0.24  C1 1.546, C3 1.476, S7 2.029, H11 1.143
3 C -0.86 -0.97 0.01  C1 1.448, C2 1.476, F6 1.355, Cl8 1.853
4 O 2.38 0.88 0.32  S7 1.503
5 O 0.93 2.17 1.86  S7 1.483
6 F -0.75 -2.06 0.80  C3 1.355
7 S 1.31 0.82 1.37  C2 2.029, O4 1.503, O5 1.483
8 Cl -2.60 -1.23 -0.57  C3 1.853
9 H -0.37 0.01 -1.86  C1 1.072
10 H 1.17 -0.84 -1.03  C1 1.184
11 H -0.95 1.27 -0.15  C2 1.143

Values from the calculation:
HOMO energy = -3.866 eV
charge = -1
orbital gap = 7.263 eV
LUMO = 3.40 eV
ΔE to the lowest compared entry with this formula, charge and spin = 0.00 kJ/mol

Here are the Mulliken charges for atoms 1 to 6, given in e: -0.732 -0.489 0.787 -0.617 -0.617 -0.274


(5)
# C3H3ClIN3

An isolated molecule of C3H3ClIN3 at a distorted geometry (wB97M-V/def2-TZVPD, OMol25).

Each atom is followed by the atoms it is bonded to, with distances in Å.
Cartesian coordinates (Å):
1 C -3.04 -1.75 0.05  C2 1.392, N4 1.328, Cl7 1.613
2 C -2.36 -0.54 0.08  C1 1.392, N6 1.355, I8 2.062
3 C 0.04 -0.04 -0.23  N6 1.410, H9 1.175, H10 1.112, H11 1.034
4 N -2.17 -2.74 -0.01  C1 1.328, N5 1.293
5 N -0.98 -2.23 -0.11  N4 1.293, N6 1.342
6 N -1.06 -0.89 -0.02  C2 1.355, C3 1.410, N5 1.342
7 Cl -4.65 -1.89 -0.09  C1 1.613
8 I -3.21 1.34 0.06  C2 2.062
9 H 0.17 0.91 0.45  C3 1.175
10 H 0.95 -0.67 -0.36  C3 1.112
11 H -0.14 0.41 -1.15  C3 1.034

Values from the calculation:
HOMO energy = -9.086 eV
orbital gap = 9.230 eV
SMILES string = Cn1nnc(Cl)c1I
LUMO = 0.14 eV
ΔE to the lowest compared entry with this formula, charge and spin = 22.81 kJ/mol

Here are the Mulliken charges for atoms 1 to 6, given in e: 0.707 -0.555 -0.944 -0.425 -0.462 0.624


(6)
# C3H3ClN2

An isolated molecule of C3H3ClN2 at a distorted geometry (wB97M-V/def2-TZVPD, OMol25).

Each atom is followed by the atoms it is bonded to, with distances in Å.
Cartesian coordinates (Å):
1 C 0.26 -0.63 -0.94  C2 1.470, N4 1.308, H7 1.032
2 C 0.14 -1.04 0.46  C1 1.470, N5 1.329, Cl6 1.647
3 C -0.20 1.15 0.28  N4 1.476, N5 1.448, H8 1.083, H9 1.108
4 N -0.05 0.63 -1.09  C1 1.308, C3 1.476
5 N -0.25 0.01 1.17  C2 1.329, C3 1.448
6 Cl 0.31 -2.57 1.05  C2 1.647
7 H 0.31 -1.12 -1.85  C1 1.032
8 H 0.59 1.83 0.60  C3 1.083
9 H -1.13 1.75 0.31  C3 1.108

Values from the calculation:
HOMO energy = -10.285 eV
orbital gap = 10.216 eV
SMILES string = ClC1=NCN=C1
LUMO = -0.07 eV
ΔE to the lowest compared entry with this formula, charge and spin = 94.32 kJ/mol

Here are the Mulliken charges for atoms 1 to 6, given in e: -0.175 0.435 -0.195 -0.409 -0.437 -0.160